# 1
Computed, not measured: a structure of composition C52H41ClCrF5IN3O2P2Se, with wB97M-V/def2-TZVPD.

```
109
Properties=species:S:1:pos:R:3:lowdin_spin:R:1
Cr -0.212 -0.052 0.262 3.7883
C 0.828 4.435 1.886 0.0001
C 0.195 3.420 2.803 -0.0005
N 0.113 3.813 4.084 0.0021
C -0.313 2.939 4.977 0.0029
C -0.659 1.641 4.658 0.0023
C -1.176 0.790 5.746 0.0001
O -0.283 -0.339 6.075 0.0001
C -0.533 1.192 3.332 0.0048
C -0.818 -0.170 3.045 0.0270
N -1.247 -0.683 1.861 -0.0081
C -2.153 -1.706 1.970 0.0047
C -2.871 -1.989 3.174 -0.0044
C -3.783 -3.007 3.278 0.0007
C -4.114 -3.828 2.200 -0.0052
C -3.453 -3.568 1.021 0.0001
C -2.491 -2.605 0.932 -0.0034
I -1.245 -2.403 -0.830 -0.0043
C -0.115 2.115 2.355 0.0083
O -0.009 1.759 1.087 0.0334
H 0.740 5.395 2.341 0.0000
H 0.370 4.490 0.905 0.0001
H 1.885 4.204 1.682 0.0000
H -0.354 3.190 6.021 0.0001
H -2.108 0.344 5.472 0.0000
H -1.420 1.379 6.666 0.0000
H 0.592 -0.008 5.824 0.0000
H -0.749 -0.850 3.841 0.0008
H -2.698 -1.407 4.097 0.0000
H -4.145 -3.189 4.289 0.0001
H -4.847 -4.621 2.238 -0.0004
H -3.604 -4.190 0.139 -0.0002
C -0.389 3.170 -3.100 -0.0005
N -0.703 1.896 -2.463 -0.0001
P 0.517 0.789 -2.029 0.0121
C 2.127 1.616 -2.086 0.0036
C 2.878 1.687 -3.249 0.0001
C 4.111 2.274 -3.172 0.0005
C 4.607 2.790 -1.989 0.0002
C 3.837 2.729 -0.850 0.0005
C 2.591 2.157 -0.885 0.0027
C 0.574 -0.487 -3.331 -0.0015
C -0.025 -0.397 -4.591 -0.0015
C 0.076 -1.434 -5.486 -0.0001
C 0.748 -2.571 -5.146 -0.0010
C 1.323 -2.731 -3.903 0.0002
C 1.219 -1.700 -2.967 0.0016
P -2.151 1.532 -1.643 0.0248
C -2.733 3.163 -1.106 0.0020
C -2.053 3.741 -0.020 0.0011
C -2.468 4.979 0.470 -0.0002
C -3.587 5.568 -0.085 0.0014
C -4.269 4.967 -1.138 -0.0001
C -3.854 3.752 -1.642 0.0016
C -3.271 1.140 -3.006 0.0051
C -3.055 1.300 -4.363 0.0018
C -3.928 0.762 -5.304 0.0002
C -5.070 0.129 -4.866 0.0009
C -5.333 -0.050 -3.493 -0.0001
C -4.429 0.479 -2.586 0.0015
H -0.194 3.943 -2.374 0.0001
H -1.251 3.495 -3.665 0.0001
H 0.425 3.016 -3.779 0.0000
H 2.494 1.228 -4.180 0.0000
H 4.688 2.327 -4.094 0.0000
H 5.585 3.272 -1.925 0.0000
H 4.259 3.082 0.080 0.0001
H 1.940 2.114 -0.030 0.0016
H -0.578 0.494 -4.881 0.0000
H -0.408 -1.326 -6.440 0.0000
H 0.824 -3.345 -5.904 -0.0001
H 1.807 -3.657 -3.669 0.0001
H 1.667 -1.757 -1.989 0.0022
H -1.202 3.253 0.480 -0.0001
H -2.005 5.444 1.309 0.0000
H -3.970 6.454 0.390 0.0001
H -5.154 5.420 -1.561 0.0000
H -4.415 3.269 -2.418 0.0001
H -2.109 1.797 -4.671 0.0001
H -3.670 0.826 -6.352 0.0000
H -5.777 -0.323 -5.549 0.0001
H -6.223 -0.555 -3.128 0.0000
H -4.564 0.237 -1.527 0.0004
Cl -0.899 -6.173 0.547 0.0004
C 0.523 -5.573 -0.321 0.0058
C 0.922 -6.140 -1.484 0.0001
C 2.041 -5.626 -2.152 0.0081
C 2.740 -4.528 -1.586 0.0000
C 2.350 -3.987 -0.397 0.0053
C 1.244 -4.514 0.337 0.0028
C 0.970 -4.081 1.620 0.0208
H 0.418 -7.027 -1.890 -0.0002
H 2.388 -6.167 -3.053 0.0005
H 3.591 -4.098 -2.138 -0.0002
H 2.845 -3.114 0.026 0.0000
H 0.089 -4.320 2.186 0.0012
H 1.564 -3.344 2.101 0.0001
F 7.022 -2.584 5.711 0.0001
C 6.058 -2.036 4.921 0.0002
C 4.759 -2.513 4.987 -0.0001
F 4.462 -3.488 5.851 -0.0001
C 3.803 -2.020 4.138 0.0004
F 2.573 -2.476 4.223 0.0002
C 4.053 -0.985 3.159 0.0082
Se 2.824 -0.303 1.845 0.0328
C 5.345 -0.496 3.251 0.0018
F 5.682 0.575 2.517 0.0005
C 6.325 -0.980 4.085 0.0003
F 7.528 -0.451 3.994 0.0002
```

## Properties
Charge = -1
2S+1 = 5
Frontier orbital gap (alpha / beta) = 0.10973 / 0.09843 hartree
Max |F| = 0.063 hartree/bohr
LUMO level (alpha / beta) = 0.68 / 0.52 eV
HOMO energy (alpha / beta) = -2.3 / -2.2 eV

# 2
Computed, not measured: a structure of composition C52H42N5O2PSn, with wB97M-V/def2-TZVPD.

```
103
Properties=species:S:1:pos:R:3:nbo_charge:R:1
Sn 0.084 -1.586 0.938 1.2648
N -2.356 -1.559 0.735 -1.0261
C -3.308 -0.708 1.171 0.3134
C -4.632 -1.139 1.473 -0.3399
C -5.609 -0.266 1.898 -0.1919
C -5.335 1.092 2.062 -0.3351
C -4.050 1.538 1.782 -0.1623
C -3.043 0.687 1.344 -0.4774
P -1.324 1.229 1.034 0.8632
C -1.572 3.034 0.785 -0.3035
C -2.002 3.423 -0.484 -0.1824
C -2.286 4.750 -0.762 -0.2208
C -2.134 5.716 0.226 -0.2380
C -1.681 5.342 1.482 -0.2273
C -1.400 4.009 1.761 -0.1582
C -0.633 1.239 2.745 -0.2440
C 0.709 1.604 2.885 -0.2445
C 1.321 1.572 4.126 -0.2100
C 0.607 1.157 5.245 -0.2266
C -0.719 0.780 5.112 -0.2029
C -1.339 0.827 3.869 -0.2184
H -2.713 -2.511 0.746 0.3482
H -1.919 -0.725 -1.086 0.3932
H -4.854 -2.197 1.367 0.1921
H -6.604 -0.645 2.111 0.1877
H -6.097 1.779 2.406 0.1912
H -3.823 2.590 1.919 0.2080
H -2.099 2.669 -1.258 0.2275
H -2.622 5.035 -1.752 0.1979
H -2.359 6.755 0.014 0.1921
H -1.549 6.090 2.256 0.1936
H -1.047 3.728 2.745 0.2147
H 1.265 1.917 2.007 0.2392
H 2.364 1.851 4.218 0.1967
H 1.091 1.104 6.213 0.1952
H -1.273 0.418 5.970 0.2113
H -2.368 0.507 3.773 0.2241
O 1.578 2.744 -0.288 -0.6832
C 2.331 1.796 -0.453 0.7615
N 3.733 1.965 -0.416 -0.6645
C 4.361 0.800 -0.996 -0.0923
C 3.129 -0.188 -0.940 0.6559
O 3.288 -1.377 -1.178 -0.6682
N 2.006 0.483 -0.649 -0.6673
C 5.486 0.242 -0.151 0.1027
C 6.545 -0.459 -0.716 -0.2362
C 7.506 -1.061 0.086 -0.2196
C 7.416 -0.977 1.467 -0.2415
C 6.360 -0.278 2.039 -0.2008
C 5.404 0.323 1.237 -0.2247
C 4.764 1.074 -2.441 -0.0059
C 4.154 0.439 -3.518 -0.1426
C 4.457 0.815 -4.822 -0.2314
C 5.372 1.827 -5.070 -0.2351
C 6.002 2.452 -4.001 -0.2257
C 5.701 2.073 -2.703 -0.2132
H 4.074 2.889 -0.628 0.3829
H 6.613 -0.545 -1.793 0.2158
H 8.321 -1.611 -0.372 0.1952
H 8.154 -1.462 2.094 0.1953
H 6.270 -0.217 3.116 0.2027
H 4.568 0.850 1.679 0.2354
H 3.441 -0.352 -3.329 0.2395
H 3.963 0.318 -5.649 0.2020
H 5.592 2.131 -6.086 0.1966
H 6.721 3.243 -4.181 0.1974
H 6.199 2.562 -1.872 0.2075
N 0.190 -2.171 2.791 -1.2578
C -0.430 -2.433 3.949 0.1971
C -1.845 -2.398 4.130 -0.3212
C -2.443 -2.666 5.348 -0.1573
C -1.684 -2.987 6.474 -0.3602
C -0.296 -3.031 6.332 -0.2219
C 0.312 -2.769 5.119 -0.2826
H -2.450 -2.134 3.271 0.2112
H -3.525 -2.614 5.427 0.1775
H -2.155 -3.194 7.428 0.1803
H 0.319 -3.267 7.196 0.1800
H 1.392 -2.801 5.026 0.2004
N -1.697 -0.472 -2.062 -0.5712
C -2.193 -1.274 -2.899 0.2135
C -1.929 -1.019 -4.351 0.0112
C -0.688 -0.512 -4.731 -0.1961
C -0.458 -0.147 -6.048 -0.2161
C -1.471 -0.266 -6.993 -0.2313
C -2.709 -0.768 -6.618 -0.2161
C -2.931 -1.159 -5.303 -0.2329
C -3.045 -2.453 -2.547 -0.1159
C -2.658 -3.738 -2.915 -0.1395
C -3.424 -4.834 -2.548 -0.2387
C -4.599 -4.651 -1.829 -0.2247
C -4.993 -3.370 -1.465 -0.2201
C -4.213 -2.277 -1.812 -0.1758
H 0.072 -0.392 -3.969 0.2528
H 0.508 0.250 -6.334 0.2079
H -1.302 0.052 -8.015 0.1975
H -3.509 -0.841 -7.346 0.1968
H -3.897 -1.553 -5.008 0.2140
H -1.743 -3.876 -3.479 0.2082
H -3.103 -5.833 -2.817 0.2019
H -5.201 -5.506 -1.547 0.2005
H -5.902 -3.221 -0.896 0.2109
H -4.501 -1.280 -1.502 0.2349
```

## Properties
Charge = -2
Frontier orbital gap = 0.19438 hartree
Max |F| = 0.011 hartree/bohr
LUMO level = 4.09 eV
HOMO energy = -1.2 eV

# 3
Computed, not measured: a structure of composition C52H43BrF3N3O3SiV, with wB97M-V/def2-TZVPD.

```
107
Properties=species:S:1:pos:R:3:lowdin_spin:R:1
V 1.375 -0.203 -0.929 2.0017
O 5.201 -1.462 -0.728 0.0105
C 3.979 -1.346 -0.823 0.0094
O 3.209 -0.351 -0.573 0.0233
C 3.289 -2.629 -1.071 0.0041
C 4.102 -3.799 -1.182 -0.0001
C 3.596 -5.072 -1.209 0.0018
C 2.215 -5.187 -1.317 0.0002
C 1.530 -6.417 -1.462 0.0007
C 0.165 -6.418 -1.590 -0.0004
C -0.563 -5.219 -1.571 0.0005
C 0.014 -3.994 -1.334 -0.0030
C 1.424 -3.971 -1.201 0.0015
N 1.970 -2.728 -1.053 0.0074
H 5.165 -3.559 -1.255 0.0000
H 4.254 -5.917 -1.178 0.0001
H 2.087 -7.348 -1.535 0.0001
H -0.321 -7.371 -1.823 -0.0001
H -1.650 -5.240 -1.688 0.0000
H -0.552 -3.063 -1.316 -0.0030
F 3.889 6.215 0.129 0.0011
C 2.999 5.967 -0.920 0.0088
F 1.918 6.778 -0.689 0.0033
F 3.600 6.443 -2.059 0.0049
C 2.597 4.508 -1.067 0.0627
C 1.432 4.079 -1.742 -0.0087
C 1.049 2.734 -1.691 0.0553
N 1.793 1.742 -1.171 0.0258
C 2.881 2.188 -0.488 0.0587
C 3.312 3.510 -0.398 -0.0021
H 0.716 4.727 -2.270 -0.0015
H 0.123 2.429 -2.196 0.0037
H 3.490 1.473 0.034 0.0027
H 4.258 3.711 0.091 -0.0012
C 0.049 -0.078 0.505 -0.1330
C -0.898 -0.767 -0.071 -0.0968
C -2.275 -1.174 -0.094 -0.0250
C -3.090 -1.311 1.051 0.0011
C -4.393 -1.730 0.929 -0.0026
C -4.830 -2.287 -0.279 0.0080
C -4.038 -2.158 -1.419 -0.0008
C -2.843 -1.464 -1.328 0.0039
H -2.714 -1.001 2.019 0.0003
H -5.063 -1.710 1.809 -0.0007
H -5.804 -2.741 -0.371 0.0006
H -4.338 -2.632 -2.365 0.0000
H -2.408 -1.153 -2.256 -0.0006
C -2.348 3.008 4.450 0.0004
C -1.390 2.157 5.094 -0.0008
C -0.629 1.329 4.324 -0.0024
C -0.658 1.341 2.903 -0.0136
C -1.569 2.183 2.275 -0.0005
C -2.385 3.033 3.066 0.0000
Si 0.524 0.125 2.106 -0.0374
C 0.305 -1.538 2.936 -0.0009
C -0.900 -1.834 3.561 -0.0004
C -1.219 -3.144 3.922 0.0002
C -0.237 -4.120 3.859 -0.0006
C 1.044 -3.810 3.408 0.0002
C 1.291 -2.554 2.824 -0.0005
C 2.218 0.624 2.809 0.0021
C 2.842 -0.107 3.836 0.0008
C 4.109 0.197 4.342 0.0004
C 4.661 1.441 4.014 0.0004
C 4.019 2.254 3.062 0.0002
C 2.773 1.861 2.538 0.0014
H -2.969 3.674 5.026 0.0000
H -1.203 2.147 6.157 -0.0002
H 0.038 0.601 4.791 -0.0002
H -1.659 2.177 1.190 -0.0003
H -3.052 3.684 2.511 0.0000
H -1.597 -1.034 3.822 0.0000
H -2.208 -3.408 4.264 0.0000
H -0.493 -5.140 4.189 0.0000
H 1.821 -4.625 3.365 0.0000
H 2.240 -2.368 2.373 -0.0002
H 2.355 -1.014 4.157 0.0000
H 4.592 -0.525 5.018 0.0000
H 5.593 1.767 4.470 0.0000
H 4.497 3.202 2.817 0.0000
H 2.287 2.597 1.917 0.0006
C -5.722 2.420 -2.044 0.0000
N -4.665 3.316 -1.605 0.0000
C -4.872 4.020 -0.341 0.0000
C -3.345 3.215 -2.050 -0.0001
C -3.198 2.574 -3.416 -0.0001
O -2.405 3.705 -1.406 0.0001
H -6.620 2.717 -1.479 0.0000
H -5.465 1.342 -1.896 0.0000
H -5.867 2.580 -3.141 0.0000
H -5.884 4.448 -0.291 0.0000
H -4.157 4.817 -0.209 0.0000
H -4.756 3.350 0.541 0.0000
H -2.254 2.928 -3.798 0.0000
H -4.000 2.861 -4.105 0.0000
H -3.204 1.473 -3.395 -0.0001
Br 1.001 -0.831 -7.632 0.0035
C 1.068 -0.597 -5.747 0.0175
C -0.038 -0.932 -5.013 -0.0029
C 0.035 -0.895 -3.616 0.0135
C 1.141 -0.324 -2.987 -0.0114
C 2.200 0.164 -3.800 0.0124
C 2.195 -0.035 -5.149 -0.0027
H -0.912 -1.304 -5.541 -0.0007
H -0.809 -1.225 -3.017 -0.0017
H 2.924 0.728 -3.335 0.0014
H 3.013 0.306 -5.779 -0.0007
```

## Properties
Charge = -1
2S+1 = 3
Frontier orbital gap (alpha / beta) = 0.19991 / 0.19128 hartree
Max |F| = 0.080 hartree/bohr
LUMO level (alpha / beta) = 2.17 / 2.23 eV
HOMO energy (alpha / beta) = -3.3 / -3.0 eV
Energy relative to the best compared isomer or geometry (same formula, charge and spin) = 0.017 eV

# 4
Computed, not measured: a structure of composition C52H43Cl5GeN4O4PRuS2, with wB97M-V/def2-TZVPD.

```
113
Properties=species:S:1:pos:R:3:lowdin_spin:R:1
Ru -0.979 -0.456 0.759 2.2559
C -1.297 7.259 1.630 0.0012
C -2.344 6.577 1.029 0.0007
C -2.264 5.208 0.822 0.0042
C -1.128 4.505 1.219 0.0103
C -0.070 5.198 1.802 0.0037
C -0.154 6.568 2.006 0.0003
C -1.037 3.023 1.056 0.0900
C -0.781 2.501 -0.227 0.0320
C -0.938 3.253 -1.472 0.0022
C -0.790 2.402 -2.489 0.0025
C -0.407 1.078 -1.939 0.0147
N -0.433 1.247 -0.495 0.1338
C 0.968 0.543 -2.514 0.0063
C 0.998 -0.803 -1.863 0.0045
C -0.302 -1.572 -1.858 0.0255
C -0.241 -2.196 -0.492 0.1216
C 1.072 -1.944 -0.019 0.0703
C 1.585 -2.418 1.210 0.1389
C 3.010 -2.419 1.527 0.0091
C 3.444 -2.271 2.854 0.0269
C 4.792 -2.232 3.160 -0.0020
C 5.743 -2.329 2.154 0.0278
C 5.329 -2.432 0.833 -0.0025
C 3.983 -2.483 0.520 0.0246
C 0.595 -2.590 2.217 0.0503
N -0.418 -1.665 2.299 0.0429
C -1.006 -1.792 3.516 0.1062
C -1.712 -0.716 4.107 -0.0645
C -2.250 -0.876 5.481 -0.0086
C -1.402 -1.108 6.562 -0.0037
C -1.921 -1.280 7.836 0.0012
C -3.293 -1.225 8.039 -0.0026
C -4.140 -0.971 6.970 0.0012
C -3.624 -0.788 5.696 -0.0047
C -1.716 0.548 3.545 0.0866
C -1.979 1.758 4.279 -0.0107
C -1.677 2.795 3.468 0.0628
C -1.276 2.246 2.190 0.0080
N -1.288 0.885 2.273 0.0618
C -0.473 -2.949 4.160 0.0332
C 0.548 -3.418 3.371 0.0736
N 1.772 -1.096 -0.883 0.0047
C 2.127 1.464 -2.088 0.0005
C 2.470 1.595 -0.737 0.0008
C 3.519 2.409 -0.343 0.0000
C 4.238 3.140 -1.274 0.0000
C 3.890 3.047 -2.609 -0.0001
C 2.852 2.218 -3.010 0.0000
H -1.368 8.324 1.809 0.0001
H -3.237 7.110 0.728 0.0001
H -3.083 4.668 0.366 0.0008
H 0.822 4.658 2.097 0.0000
H 0.673 7.094 2.466 0.0000
H -1.208 4.294 -1.525 0.0003
H -0.884 2.603 -3.542 0.0007
H -0.421 -2.303 -2.661 0.0078
H -0.734 -3.134 -0.281 0.0034
H 2.711 -2.153 3.640 0.0017
H 5.104 -2.107 4.189 -0.0006
H 6.797 -2.313 2.398 0.0018
H 6.066 -2.475 0.041 -0.0009
H 3.667 -2.567 -0.509 0.0013
H -0.332 -1.136 6.397 0.0006
H -1.256 -1.464 8.671 0.0001
H -3.701 -1.375 9.030 -0.0002
H -5.210 -0.923 7.130 0.0001
H -4.273 -0.579 4.855 0.0001
H -2.324 1.788 5.299 -0.0018
H -1.734 3.848 3.684 0.0039
H -0.814 -3.354 5.098 0.0007
H 1.190 -4.264 3.552 0.0026
H 1.928 1.059 0.021 0.0009
H 3.775 2.470 0.707 0.0000
H 5.057 3.775 -0.963 0.0000
H 4.427 3.617 -3.356 0.0000
H 2.618 2.171 -4.060 0.0000
C 4.245 -1.519 -3.862 0.0000
C 2.799 -1.658 -4.297 0.0000
C 2.609 -2.601 -5.473 0.0001
O 2.367 -0.330 -4.672 0.0008
P 0.928 0.301 -4.400 0.0013
S 0.630 1.813 -5.578 0.0006
S -1.639 -0.332 -2.113 0.1157
O -0.041 -0.945 -4.671 0.0055
C -1.189 -0.897 -5.575 0.0016
C -0.716 -1.061 -7.015 0.0001
C -2.150 -2.003 -5.182 0.0022
H 4.636 -2.483 -3.534 0.0000
H 4.311 -0.808 -3.038 0.0000
H 4.844 -1.151 -4.696 0.0000
H 2.197 -2.007 -3.455 0.0000
H 3.111 -2.202 -6.355 0.0000
H 1.549 -2.715 -5.691 0.0000
H 3.021 -3.582 -5.233 0.0000
H -1.663 0.078 -5.453 0.0007
H -0.445 -2.100 -7.210 0.0000
H 0.146 -0.427 -7.205 0.0000
H -1.512 -0.766 -7.699 0.0000
H -1.736 -2.976 -5.455 0.0001
H -3.091 -1.860 -5.713 0.0000
H -2.363 -1.997 -4.117 0.0017
Cl -3.780 -5.241 0.175 0.0002
C -4.576 -3.746 -0.378 0.0042
Cl -5.584 -4.079 -1.782 0.0025
C -3.442 -2.724 -0.683 0.0051
O -3.147 -2.560 -1.873 0.0013
O -2.931 -2.243 0.359 0.0710
H -5.208 -3.388 0.425 0.0000
Cl -4.699 1.104 2.417 0.0592
Ge -3.730 0.451 0.482 0.1327
Cl -4.015 2.411 -0.663 0.0614
Cl -5.579 -0.524 -0.344 0.0675
```

## Properties
Charge = -1
2S+1 = 5
Frontier orbital gap (alpha / beta) = 0.20524 / 0.18187 hartree
Max |F| = 0.019 hartree/bohr
LUMO level (alpha / beta) = 1.24 / 0.03 eV
HOMO energy (alpha / beta) = -4.3 / -4.9 eV
Energy relative to the best compared isomer or geometry (same formula, charge and spin) = 0.653 eV

Q: charge of number 1 (C52H41ClCrF5IN3O2P2Se)?
A: -1

Q: Which of these has the highest max |F|?
A: C52H43BrF3N3O3SiV